# 1
{"formula": "C11H68BBr2O36P", "method": "ωB97M-V/def2-TZVPD", "spin_multiplicity": 1, "homo_lumo_gap_ev": 7.70, "lumo_energy_ev": -1.674, "homo_energy_ha": -0.3446, "symbols": ["C", "C", "C", "C", "O", "C", "C", "C", "P", "O", "Br", "C", "O", "B", "O", "O", "C", "Br", "C", "C", "O", "H", "H", "H", "H", "H", "H", "H", "H", "O", "H", "H", "O", "H", "H", "O", "H", "H", "O", "H", "H", "O", "H", "H", "O", "H", "H", "O", "H", "H", "O", "H", "H", "O", "H", "H", "O", "H", "H", "O", "H", "H", "O", "H", "H", "O", "H", "H", "O", "H", "H", "O", "H", "H", "O", "H", "H", "O", "H", "H", "O", "H", "H", "O", "H", "H", "O", "H", "H", "O", "H", "H", "O", "H", "H", "O", "H", "H", "O", "H", "H", "O", "H", "H", "O", "H", "H", "O", "H", "H", "O", "H", "H", "O", "H", "H", "O", "H", "H"], "xyz": [[-4.361455, -1.546178, 4.906768], [-3.968942, -2.163634, 3.595229], [-4.818360, -2.658319, 2.695606], [-4.292907, -3.221393, 1.431997], [-4.835246, -4.134332, 0.840745], [-3.036930, -2.596416, 0.930019], [-2.768348, -2.539920, -0.411365], [-1.626722, -1.922820, -0.913395], [-1.421564, -1.977012, -2.752562], [-2.931716, -1.660245, -3.309711], [-0.274561, -0.162674, -3.453922], [-0.740146, -1.342300, -0.004527], [0.362534, -0.681100, -0.482249], [0.299598, 0.716085, -0.448909], [-0.894027, 1.379240, -0.184750], [1.442242, 1.433435, -0.696624], [-0.988586, -1.441875, 1.366340], [0.244973, -0.715692, 2.641877], [-2.124043, -2.060457, 1.848454], [-2.489984, -2.225230, 3.298234], [-1.712315, -2.444148, 4.192126], [-3.596651, -0.811305, 5.167059], [-5.290132, -0.991643, 4.782608], [-4.400174, -2.278443, 5.711869], [-5.888357, -2.642505, 2.870875], [-3.505580, -2.997275, -1.064200], [-3.315073, -1.010717, -2.688141], [-0.880690, 1.707263, 0.726428], [2.188127, 0.816187, -0.603865], [0.572345, 4.120271, -1.600715], [0.719522, 3.189139, -1.367129], [1.421796, 4.435673, -1.945854], [-4.574058, -4.464643, -2.107558], [-4.752426, -5.115587, -1.415600], [-5.201561, -4.690778, -2.800723], [2.096940, -3.148326, 4.587730], [1.504738, -2.821996, 3.900361], [1.653513, -2.916505, 5.409971], [1.759897, 2.134398, 2.697026], [1.460279, 1.940299, 1.802784], [2.548554, 1.571604, 2.805148], [3.740086, 1.517964, 0.842979], [3.362418, 2.394785, 1.002503], [4.626906, 1.703068, 0.517976], [-7.618582, -4.146081, -0.218258], [-6.766507, -4.177182, 0.235480], [-8.125742, -4.861313, 0.177938], [2.932317, 4.383405, 0.652800], [2.306667, 4.699042, -0.010125], [2.536720, 4.646545, 1.492291], [5.639193, 3.746549, 1.761069], [6.530828, 3.932968, 1.449974], [5.081449, 4.397308, 1.313968], [-5.761391, -6.689269, 2.215830], [-5.371287, -5.862690, 1.904445], [-6.251307, -6.444628, 3.006522], [3.548836, -6.128932, 4.168122], [3.143324, -5.269433, 4.348838], [4.442225, -5.915796, 3.883076], [1.100797, 2.867815, -4.117109], [0.539134, 3.271254, -4.787250], [0.616356, 2.998842, -3.292476], [2.825511, -8.793934, 2.105849], [3.424998, -8.054866, 2.247435], [2.203004, -8.728276, 2.838151], [-4.474140, -3.946175, 7.389897], [-3.615546, -3.978779, 7.823910], [-4.972811, -4.663805, 7.792923], [4.161622, 3.090442, -4.557241], [3.697809, 2.468609, -5.126089], [3.448377, 3.553546, -4.095811], [-5.955921, -2.424562, -4.007294], [-5.075633, -2.486196, -3.615660], [-6.461608, -3.108358, -3.557750], [-3.985712, 0.308834, -0.677527], [-3.369329, 1.038113, -0.542035], [-4.624801, 0.389509, 0.037602], [0.923210, -7.326780, 5.152366], [0.493469, -6.485363, 5.330505], [1.814232, -7.088223, 4.868919], [1.076560, -1.435966, -6.445048], [0.401948, -1.759397, -7.052242], [0.600400, -1.283101, -5.618223], [-2.307147, 4.392298, -2.764817], [-1.391336, 4.411096, -2.461885], [-2.750149, 3.788277, -2.161160], [6.568500, 4.083000, -3.107900], [5.922905, 3.761729, -3.753260], [6.050084, 4.201643, -2.304761], [-0.632611, 3.263692, 3.641121], [-1.004388, 4.141821, 3.782250], [0.274034, 3.410726, 3.336549], [-4.242790, 5.132551, -4.943536], [-3.777999, 5.871800, -5.344806], [-3.798613, 5.005425, -4.094962], [-3.716059, -7.270479, -1.507144], [-3.591792, -8.217860, -1.394986], [-2.835672, -6.925398, -1.687351], [2.158835, 5.724253, -3.641244], [1.853542, 5.625375, -4.547044], [2.852072, 6.388458, -3.710873], [5.867150, 6.938208, -2.415675], [6.654308, 7.139840, -1.891070], [6.114241, 6.146121, -2.909756], [0.370978, 4.156697, 6.633806], [0.064585, 3.962532, 5.740740], [1.132880, 3.581848, 6.751874], [8.562656, 7.607118, -1.522946], [9.333581, 7.808936, -0.983698], [8.826032, 6.835347, -2.038099], [4.406415, 1.016526, 3.506583], [4.936317, 1.758906, 3.187082], [4.747020, 0.827218, 4.386880], [3.177892, 7.228509, -5.756353], [2.760365, 8.052349, -5.480250], [4.086442, 7.480873, -5.954756], [1.934381, -4.620549, -6.517533], [1.498724, -3.798976, -6.262085], [2.826811, -4.345798, -6.747342]], "forces_ev_per_angstrom": [[0.5, 0.3, -0.4], [0.1, 0.2, 0.0], [0.0, 0.2, -0.1], [0.1, 0.1, 0.2], [-0.2, 0.1, -0.1], [0.4, 0.1, 0.6], [-0.4, -0.5, -0.7], [-0.1, 0.9, 0.1], [0.1, -1.4, -0.8], [0.5, 0.5, 1.3], [-0.2, 0.4, 0.3], [0.0, -0.2, -0.4], [-0.3, 0.5, 0.6], [0.1, -0.2, -0.3], [0.3, -0.2, 0.3], [-0.7, -0.9, 0.4], [0.5, -0.1, 0.7], [-0.1, 0.1, -0.8], [-0.5, -0.2, -0.1], [-0.4, -0.2, 0.0], [0.3, 0.1, -0.1], [0.0, -0.1, 0.2], [-0.2, -0.3, 0.2], [-0.2, 0.0, 0.0], [0.0, -0.3, -0.1], [0.1, 0.1, -0.2], [-0.5, 0.1, -0.4], [-0.2, 0.2, -0.1], [0.5, 0.6, -0.1], [0.0, -0.2, 0.2], [0.2, 0.2, 0.3], [-0.2, 0.1, -0.5], [-0.1, 0.0, 0.0], [0.1, 0.0, 0.0], [0.1, -0.1, -0.1], [0.0, -0.2, 0.0], [0.0, 0.0, 0.0], [0.0, 0.0, 0.0], [0.1, 0.1, 0.0], [0.0, -0.1, 0.0], [0.1, 0.2, 0.2], [0.0, -0.2, -0.3], [0.1, 0.1, -0.2], [0.0, 0.0, 0.1], [0.0, 0.0, 0.1], [0.0, 0.0, -0.1], [0.0, 0.0, 0.0], [0.0, 0.1, 0.2], [0.0, -0.1, 0.0], [0.0, -0.1, 0.0], [0.1, 0.0, -0.1], [0.0, 0.0, 0.1], [-0.1, -0.1, 0.0], [0.0, 0.1, 0.1], [0.0, 0.0, -0.1], [0.0, 0.0, 0.0], [-0.1, 0.1, 0.0], [0.0, 0.1, -0.1], [0.0, -0.1, 0.1], [0.0, -0.1, -0.2], [-0.1, -0.1, 0.0], [0.0, 0.2, -0.1], [0.0, 0.0, 0.0], [-0.1, 0.0, 0.0], [0.0, 0.0, 0.0], [0.0, 0.0, 0.1], [0.0, 0.0, 0.0], [0.0, 0.0, 0.0], [0.0, 0.2, 0.2], [0.0, -0.1, 0.0], [-0.1, 0.0, -0.1], [0.1, -0.1, 0.0], [0.0, 0.0, -0.1], [-0.1, 0.2, 0.1], [0.1, 0.1, 0.0], [0.1, -0.1, 0.0], [-0.1, 0.0, -0.1], [0.0, 0.0, 0.0], [0.0, 0.0, 0.0], [0.1, 0.0, 0.0], [-0.1, -0.3, 0.1], [0.0, 0.1, -0.1], [0.1, 0.1, 0.0], [-0.1, -0.1, 0.0], [0.2, 0.1, 0.1], [0.0, 0.0, 0.0], [0.0, 0.3, 0.1], [-0.1, -0.2, -0.1], [0.0, -0.2, 0.0], [0.0, 0.4, 0.1], [-0.1, 0.0, -0.2], [0.1, -0.3, 0.1], [-0.1, 0.1, 0.1], [0.0, 0.0, 0.0], [0.2, 0.0, -0.1], [0.0, 0.0, 0.0], [0.0, 0.0, 0.1], [0.0, 0.0, 0.0], [0.0, -0.2, 0.5], [0.1, 0.0, -0.1], [0.1, 0.0, -0.1], [0.0, -0.1, 0.1], [-0.1, 0.2, 0.0], [0.0, -0.1, -0.1], [0.0, 0.1, 0.0], [0.0, -0.2, 0.0], [0.0, 0.0, 0.0], [0.1, -0.2, 0.0], [-0.1, 0.1, 0.1], [0.0, 0.1, -0.1], [0.1, 0.1, 0.2], [-0.1, 0.0, -0.1], [-0.1, 0.0, 0.0], [0.1, 0.3, 0.0], [0.0, 0.0, -0.1], [0.0, -0.1, 0.0], [0.0, 0.0, 0.0], [0.1, 0.1, 0.0], [0.0, 0.0, 0.0]], "lowdin_charge": [-0.009, -0.160, 0.069, -0.284, 0.079, -0.080, -0.019, -0.284, 0.678, -0.355, 0.508, -0.289, 0.078, -0.966, 0.162, 0.158, -0.429, 1.008, -0.101, -0.307, 0.093, 0.090, 0.091, 0.067, 0.138, 0.095, 0.047, 0.117, 0.122, -0.051, 0.018, 0.029, -0.062, 0.023, 0.044, -0.061, -0.028, 0.045, -0.099, -0.002, 0.012, -0.058, -0.006, 0.053, -0.060, -0.015, 0.035, -0.033, 0.037, 0.063, -0.046, 0.048, 0.021, -0.055, -0.009, 0.031, -0.052, 0.017, 0.051, -0.073, 0.058, -0.008, -0.059, 0.014, 0.023, -0.054, 0.042, 0.040, -0.055, 0.047, 0.009, -0.053, -0.009, 0.023, -0.024, 0.030, 0.052, -0.057, 0.028, -0.010, -0.079, 0.045, -0.070, -0.043, 0.007, 0.044, -0.061, 0.009, 0.031, -0.065, 0.043, 0.004, -0.068, 0.027, -0.010, -0.052, 0.042, 0.041, -0.055, 0.032, 0.026, -0.072, -0.010, -0.007, -0.058, -0.008, 0.033, -0.049, 0.050, 0.051, -0.054, 0.026, 0.051, -0.047, 0.054, 0.055, -0.065, -0.001, 0.033]}

***

# 2
{"formula": "C11H6BrF7N2O4S7V", "method": "ωB97M-V/def2-TZVPD", "de_lowest_kj_mol": 0.00, "spin_multiplicity": 2, "homo_lumo_gap_ev": [4.52, 5.62], "lumo_energy_ev": [4.329, 4.328], "homo_energy_ha": [-0.0070, -0.0475], "total_charge": -2, "symbols": ["V", "C", "C", "C", "C", "C", "Br", "N", "C", "H", "H", "H", "H", "H", "H", "F", "C", "F", "F", "S", "O", "O", "N", "S", "O", "O", "C", "F", "F", "F", "S", "C", "S", "C", "C", "S", "S", "S", "F"], "xyz": [[-0.503593, -0.886824, 0.479272], [1.600839, 1.625568, -3.472928], [0.539851, 0.631947, -3.106034], [-0.577934, 0.414952, -3.922354], [-1.527684, -0.501286, -3.486363], [-1.351937, -1.109691, -2.265140], [-2.627625, -2.408408, -1.749332], [-0.327813, -0.878995, -1.423166], [0.633233, -0.059065, -1.920220], [1.765478, 1.639869, -4.549228], [2.537554, 1.395152, -2.969271], [1.279667, 2.617913, -3.151022], [-0.696464, 0.920075, -4.868545], [-2.396891, -0.744427, -4.078555], [1.519019, 0.042309, -1.302371], [-0.318568, 2.572565, 4.312891], [-0.157611, 1.337032, 3.815147], [0.917376, 1.346936, 3.026910], [0.135504, 0.547452, 4.866446], [-1.669309, 0.634173, 2.911084], [-1.062081, -0.566406, 2.400262], [-2.593498, 0.446602, 3.987437], [-2.116270, 1.778520, 1.960851], [-1.530385, 1.772334, 0.473988], [-2.282446, 2.239197, -0.655555], [-0.254845, 1.109668, 0.324397], [-0.691594, 3.516802, 0.738750], [-1.566638, 4.539541, 0.884841], [0.146194, 3.621766, 1.791053], [0.056042, 3.839144, -0.346669], [3.964218, -6.460932, 2.091297], [2.963728, -5.201282, 1.738127], [3.506813, -3.551515, 1.590512], [1.947216, -2.838015, 1.225953], [0.890539, -3.696431, 1.169169], [-0.699992, -3.181546, 0.782806], [1.251158, -5.385753, 1.477590], [1.778008, -1.157230, 0.944405], [-2.479260, 0.038286, 0.273567]], "forces_ev_per_angstrom": [[0.2, -0.9, 0.5], [-0.1, 0.0, 0.1], [-0.2, -0.2, -0.1], [0.2, 0.1, 0.1], [0.1, -0.1, 0.3], [-0.6, -0.3, -0.6], [-0.4, -0.1, -0.2], [-0.5, 0.0, -1.4], [1.0, 0.5, -0.4], [0.1, 0.1, -0.1], [0.1, 0.0, 0.0], [0.1, 0.1, -0.1], [0.0, 0.1, -0.1], [0.0, 0.0, 0.0], [-0.1, 0.0, -0.1], [-0.4, -0.1, -0.2], [0.3, -0.2, 0.1], [-0.2, 0.0, 0.0], [-0.2, -0.1, -0.1], [0.0, 1.8, 2.8], [0.1, -0.7, -0.3], [-0.2, 0.0, -0.2], [-0.2, -0.6, 0.0], [-0.8, 4.2, -0.5], [-0.5, -0.3, 0.1], [1.2, -0.8, 0.0], [0.1, 0.1, -0.1], [-0.3, -0.3, 0.0], [-0.1, -0.3, 0.0], [-0.1, -0.3, 0.0], [0.4, -0.5, 0.1], [-0.5, 0.6, -0.2], [-0.7, -0.7, 0.0], [-0.3, -1.1, 0.1], [1.0, 0.2, 0.2], [-0.8, -1.0, 0.1], [0.7, 0.6, 0.0], [0.6, 0.6, 0.1], [1.1, -0.5, 0.0]], "lowdin_charge": [0.350, -0.054, -0.272, -0.064, -0.137, -0.716, 0.742, -0.152, -0.133, 0.067, 0.075, 0.080, 0.093, 0.086, 0.059, 0.114, -0.636, 0.110, 0.110, 0.615, -0.402, -0.270, -0.279, 0.606, -0.274, -0.409, -0.604, 0.081, 0.088, 0.078, 0.386, -1.536, 0.866, -1.131, -1.132, 0.523, 0.868, 0.624, -0.424]}

***

no.,F_max (eV/A)
1,1.60
2,4.34